Entry 1:
27
Properties=species:S:1:pos:R:3 method="wB97M-V/def2-TZVPD" homo_lumo_gap_ev=9.97 e_homo_ev=-9.643 smiles=O.O.O.O.O.O.O.O.O de_lowest_ev=4.866 e_lumo_ev=0.331
O 4.72314 -0.79724 0.69728
O 2.32889 3.01569 -0.42074
O -2.67573 -0.61711 -1.43153
O 0.83946 -3.06217 -2.02335
O 1.88652 -0.69972 -0.00054
O -1.69646 -2.57592 2.36329
O -1.38568 4.39772 0.33487
O 0.05269 0.62957 0.30618
O -4.07504 -0.04985 -0.04871
H 2.63336 3.76684 -0.94234
H 1.16874 -1.14967 -0.46023
H 0.07634 -2.77816 -2.53907
H -1.78607 -0.98194 -1.36528
H -1.22720 3.66978 -0.27666
H 0.80241 0.92764 0.83348
H -4.43376 -0.67234 0.59380
H -3.19894 -1.16529 -0.83592
H 0.79767 -4.02464 -2.05327
H -1.81020 -3.00214 3.22026
H -1.67418 5.12176 -0.23215
H 2.22793 -1.36420 0.60847
H 1.94500 2.41801 -1.07220
H 0.22706 0.98631 -0.57207
H 5.04647 0.10232 0.82075
H -1.05672 -1.87524 2.53293
H -3.99851 0.77599 0.44233
H 4.26279 -0.99601 1.52042

Entry 2:
27
Properties=species:S:1:pos:R:3 method="wB97M-V/def2-TZVPD" homo_lumo_gap_ev=9.60 e_homo_ev=-10.048 smiles=O.O.O.O.O.O.O.O.O de_lowest_ev=4.924 e_lumo_ev=-0.445
O 1.55395 -7.84807 42.82612
O 2.21429 -5.39536 43.30927
O 0.45445 -8.08104 39.38708
O -1.30782 -7.32658 41.33319
O 2.94883 -8.94972 40.25940
O 0.34323 -9.27635 44.85585
O 0.02055 -6.45563 45.29412
O 0.89191 -5.14601 40.85671
O 4.60570 -10.66756 42.09355
H 2.07236 -5.29974 44.29220
H 5.33652 -10.23829 41.86121
H 1.14026 -6.04211 41.19947
H -0.62723 -7.12738 41.98402
H -0.31000 -8.65634 39.10885
H 0.97668 -6.17720 45.53963
H 3.09113 -9.28357 39.33487
H 1.16812 -4.67118 41.67501
H 1.71723 -8.58335 42.05695
H -0.17460 -7.39126 45.04686
H -0.91613 -7.48539 40.58009
H 0.94056 -9.63182 45.50635
H 3.54697 -8.23451 40.59811
H 2.17968 -6.39615 43.15468
H 0.91306 -8.32677 43.28824
H 3.86324 -10.21431 41.45446
H -0.51971 -9.82771 44.95860
H 1.41754 -8.61650 39.64905

Entry 3:
27
Properties=species:S:1:pos:R:3 method="wB97M-V/def2-TZVPD" homo_lumo_gap_ev=10.01 e_homo_ev=-10.419 smiles=O.O.O.O.O.O.O.O.O de_lowest_ev=4.029 e_lumo_ev=-0.410
O 2.67800 -0.78356 -0.65081
O 2.94300 2.23744 0.78219
O -2.75100 -1.40156 2.59419
O -0.23900 -0.04956 0.74419
O 0.72800 1.59044 -1.73181
O -2.32800 -2.06156 -0.60881
O -1.77400 2.26444 -0.55981
O -0.72100 -0.71256 -2.31281
O 0.47500 -1.23956 3.16419
H -1.42400 -0.12856 -2.67381
H 3.52700 1.70344 1.40519
H 0.72200 -0.46256 3.79819
H -1.80700 -2.45956 0.02319
H 0.33500 -0.97356 2.30319
H -1.27900 2.97644 -0.53581
H -3.11700 -0.95656 1.84619
H -1.75000 1.96544 -1.53081
H -1.65200 -1.78356 -1.27281
H 1.24100 1.89244 -2.41181
H -1.95900 -0.96056 2.77019
H 0.72700 -0.15256 0.42819
H 3.60300 -0.87956 -0.20981
H 2.22300 1.60944 0.45919
H 0.29600 0.84244 -1.96781
H -0.62800 0.73144 0.26219
H 2.63700 -1.58656 -1.06181
H -0.70600 -1.22156 -3.05181

Entry 4:
27
Properties=species:S:1:pos:R:3 method="wB97M-V/def2-TZVPD" homo_lumo_gap_ev=9.60 e_homo_ev=-9.825 smiles=O.O.O.O.O.O.O.O.O de_lowest_ev=1.938 e_lumo_ev=-0.224
O -8.10625 22.79070 -5.79071
O -8.41960 27.31204 -9.35574
O -9.99498 24.62616 -6.15589
O -10.64001 25.58265 -8.82792
O -8.35627 22.21766 -8.65478
O -7.46534 24.89865 -8.35296
O -6.98819 26.47095 -12.01647
O -6.20352 25.23626 -5.58588
O -5.25439 24.68501 -10.44178
H -8.72615 23.09089 -8.86357
H -9.11479 21.61762 -8.67426
H -8.19752 22.77890 -6.76388
H -5.29252 24.03673 -11.16356
H -10.20852 24.73958 -7.11105
H -7.40443 23.42757 -5.61972
H -6.87252 24.74169 -9.10106
H -7.66850 26.89449 -8.90499
H -6.88030 25.08525 -7.59427
H -4.93940 24.16912 -9.68549
H -11.00373 26.46198 -8.67896
H -9.76987 25.75877 -9.22613
H -5.55386 24.51742 -5.55510
H -6.29054 25.53354 -4.66956
H -6.59326 25.81712 -11.42120
H -8.25337 28.26220 -9.29236
H -7.65069 26.91068 -11.45929
H -9.46893 23.81548 -6.11960

Entry 5:
27
Properties=species:S:1:pos:R:3 method="wB97M-V/def2-TZVPD" homo_lumo_gap_ev=8.30 e_homo_ev=-8.354 smiles=O.O.O.O.O.O.O.O.O de_lowest_ev=5.683 e_lumo_ev=-0.057
O -1.82479 0.17870 -1.25445
O 1.94864 3.10956 -0.99606
O 1.03018 -2.84453 3.29727
O 0.11293 0.32443 0.53143
O -0.12777 3.51215 -0.68610
O 0.69328 2.96101 3.23248
O -2.87437 -2.59418 0.42818
O -0.50580 -1.05271 -2.06719
O 1.38753 -3.84452 -2.94322
H -2.59750 -2.81906 1.32360
H 0.43459 3.74559 3.72897
H 1.20020 -3.14297 -3.57704
H -0.58004 -1.78092 -2.69424
H -1.71294 -0.58673 -0.67948
H 0.52377 4.10504 -0.29499
H -3.33946 -1.75614 0.53003
H 0.20457 -1.32452 -1.47518
H -1.12759 0.78387 -0.97756
H 0.83753 -0.25444 0.26903
H 2.31149 3.97752 -1.20577
H 1.65574 -3.37450 -2.14564
H -0.82448 3.45862 -0.02223
H 1.09244 -2.62060 4.23267
H -0.12960 2.47145 3.12209
H 0.12644 -2.60868 3.05932
H 0.54911 1.05738 0.98036
H 2.65709 2.66977 -0.51267

Entry 6:
27
Properties=species:S:1:pos:R:3 method="wB97M-V/def2-TZVPD" homo_lumo_gap_ev=9.71 e_homo_ev=-10.004 smiles=O.O.O.O.O.O.O.O.O de_lowest_ev=2.860 e_lumo_ev=-0.294
O 1.88678 -0.27163 -3.42420
O 0.47472 0.55955 0.10441
O 0.13593 -2.59288 -3.14753
O -1.80973 -0.80818 1.65423
O 0.82128 1.98988 3.40749
O 1.85061 -1.76568 0.21109
O -1.77385 2.64092 -0.82404
O 0.34323 3.52888 1.12443
O -1.51708 -2.12694 -0.98633
H -2.16223 0.05854 1.89651
H -1.67768 -1.53543 -0.22643
H -0.42413 -2.32546 -2.37399
H 0.41383 2.94886 1.90512
H -0.30343 0.44919 0.66265
H 1.19454 1.13330 3.16549
H -2.14029 1.75174 -0.78349
H -2.40214 3.18796 -0.34051
H 0.12089 4.39586 1.47872
H 2.11881 -1.60101 1.12160
H -1.44463 -3.00226 -0.59046
H 0.65424 -3.33972 -2.83711
H 1.04538 -0.75801 -3.40828
H 2.29896 -0.53638 -4.25163
H 1.26523 2.23199 4.22781
H -1.54651 -1.20641 2.49159
H 0.59073 -0.29517 -0.33999
H 1.98653 -2.71152 0.08284

Entry 7:
27
Properties=species:S:1:pos:R:3 method="wB97M-V/def2-TZVPD" homo_lumo_gap_ev=11.31 e_homo_ev=-10.975 smiles=O.O.O.O.O.O.O.O.O de_lowest_ev=1.192 e_lumo_ev=0.339
O -10.46402 2.75845 -2.20520
O -10.79747 0.19824 -2.61183
O -11.99026 0.89138 -5.05940
O -9.18115 1.33148 0.30308
O -7.60655 1.64876 -3.99932
O -6.72341 1.22464 -1.30289
O -8.90882 4.29278 -0.55407
O -11.43042 3.66760 -4.39000
O -9.35818 1.22290 -6.45232
H -11.79641 2.78985 -4.65266
H -10.88525 3.25703 -2.94112
H -7.58928 1.31393 -4.90559
H -6.79834 1.23767 -2.25953
H -8.34562 3.50287 -0.55418
H -9.87863 -0.13935 -2.53851
H -10.63002 3.65428 -4.89665
H -10.84206 1.15940 -2.30283
H -8.41987 2.14730 -3.85732
H -9.96707 0.73037 0.22365
H -8.98465 4.54739 0.34872
H -11.46116 0.46603 -4.36336
H -10.22282 3.33997 -1.45438
H -10.24074 1.02594 -6.09776
H -8.48595 0.72311 -0.01723
H -5.92951 1.70865 -1.09136
H -12.66496 0.26887 -5.37794
H -9.28468 0.85343 -7.35987

Entry 8:
27
Properties=species:S:1:pos:R:3 method="wB97M-V/def2-TZVPD" homo_lumo_gap_ev=11.24 e_homo_ev=-11.405 smiles=O.O.O.O.O.O.O.O.O de_lowest_ev=4.642 e_lumo_ev=-0.167
O -2.97760 -2.83810 -0.08258
O 1.01107 -1.45437 1.05824
O 1.51122 4.22640 -0.32239
O 0.39814 -0.36612 -4.77051
O 2.26921 -1.80610 -2.59347
O -0.11966 0.48794 3.02566
O -1.43474 -0.39387 -1.38284
O 1.89622 2.29252 2.72434
O -2.50495 0.12787 1.48481
H -1.42393 0.50819 -1.34052
H 0.27997 -2.19653 0.78831
H 2.53424 1.86704 3.21766
H -3.24056 -0.15172 1.99184
H 0.39391 1.46575 3.07962
H 1.73606 3.27893 -0.71006
H 0.25916 0.19207 -4.04901
H -2.74293 -2.13427 0.38161
H 2.49171 -1.10011 -3.07924
H -3.84736 -2.59774 -0.56557
H -0.02472 -1.14213 -4.22213
H -1.80288 0.34420 2.05873
H 2.00752 1.89616 1.87366
H 1.37718 -2.08169 -2.89189
H 2.09556 4.08903 0.42339
H 1.24665 -1.80749 1.91944
H 0.29906 -0.16177 2.50442
H -1.68756 -0.54407 -0.52152

Entry 9:
27
Properties=species:S:1:pos:R:3 method="wB97M-V/def2-TZVPD" spin_multiplicity=2 homo_lumo_gap_ev="10.82 / 3.07" e_homo_ev="-14.411 / -14.394" de_lowest_ev=1.472 e_lumo_ev="-3.592 / -11.326" total_charge=+1
O 17.92942 1.01595 2.40921
O 19.42743 -1.82740 2.94913
O 20.68701 1.83465 -0.23628
O 17.12210 2.40008 -0.57265
O 14.95776 1.09362 0.61484
O 16.89832 0.00504 5.54977
O 15.88583 3.23379 3.13094
O 18.51007 -0.06508 -0.39823
O 19.68952 2.02057 4.42581
H 18.17826 1.71793 1.80793
H 16.46785 3.43416 3.86397
H 19.97497 -1.38251 3.59605
H 17.63225 2.89660 -1.21253
H 15.99320 2.29322 2.98942
H 18.86518 1.53406 4.42764
H 19.97421 2.00694 3.51203
H 15.94165 -0.02565 5.54135
H 17.15946 -0.42707 4.73656
H 18.64655 -0.82105 0.17284
H 20.50529 2.15926 -1.11823
H 17.49155 1.51761 -0.60385
H 15.75623 1.58155 0.41334
H 19.95810 1.24526 -0.04255
H 18.67177 -0.39867 -1.28073
H 17.68829 0.28585 1.83908
H 20.02994 -2.05613 2.24139
H 14.73889 0.64394 -0.20132